Formula: H2N4O3
Source: the OMol25 dataset
Level of theory: wB97M-V/def2-TZVPD

The calculation puts the HOMO-LUMO gap (alpha / beta) at 7.176 / 7.175 eV. Its total charge is 0. As for the energy above the lowest of the compared OMol25 structures with the same formula, charge and spin: 62.3 kcal/mol. The calculation puts the HOMO energy (alpha / beta) at -0.315 / -0.315 hartree. The largest force on an atom is 4.6 eV/A.

The geometry in XYZ format:
```
9
Properties=species:S:1:pos:R:3:forces:R:3
N -0.007836 0.207317 0.029097 -0.7 -0.3 -1.6
N -1.754733 -0.679602 -0.979158 0.4 1.5 0.2
N -1.042762 -0.548741 0.131937 3.1 0.6 3.3
N 2.399709 0.978598 1.140660 0.6 0.3 1.2
O 0.937016 0.269913 1.057134 -2.0 -1.4 1.9
O 0.274854 0.832821 -0.996803 0.3 0.3 -1.0
O 2.714421 0.891042 2.233541 -1.1 -0.1 -2.5
H -1.189230 -0.480313 -1.786521 -0.2 -0.2 -0.9
H -2.331439 -1.471034 -0.829888 -0.4 -0.7 -0.7
```
Positions in Å, forces in eV/Å.

Formula: H2N4O4
Source: the OMol25 dataset
Level of theory: wB97M-V/def2-TZVPD

The calculation puts the HOMO-LUMO gap at 11.053 eV. Its total charge is 0. As for the structure (SMILES): O=[N+]([O-])NN[N+](=O)[O-]. As for the energy above the lowest of the compared OMol25 structures with the same formula, charge and spin: 3.8 kcal/mol. The calculation puts the HOMO energy at -0.410 hartree. The largest force on an atom is 4.8 eV/A.

The geometry in XYZ format:
```
10
Properties=species:S:1:pos:R:3:forces:R:3
N -0.628857 -0.535322 -0.400079 3.5 -1.3 -0.3
N 0.583625 -0.549382 0.323192 -0.4 -0.1 -4.8
N -1.570604 0.217060 0.180399 0.3 1.5 -1.4
N 1.695746 0.291831 -0.040606 -2.5 -1.3 -0.5
O -1.238756 0.868210 1.120796 -0.5 0.6 1.8
O 1.436784 0.762402 -1.127315 1.7 1.0 0.3
O -2.593483 0.211817 -0.428523 -2.2 0.1 -0.2
O 2.680682 0.260225 0.646433 -0.7 0.4 -0.5
H -0.711872 -0.626602 -1.434721 0.4 0.1 1.4
H 0.346731 -0.900242 1.160422 0.5 -1.0 4.2
```
Positions in Å, forces in eV/Å.

Formula: H2NO2P
Source: the OMol25 dataset
Level of theory: wB97M-V/def2-TZVPD

The calculation puts the HOMO-LUMO gap (alpha / beta) at 9.423 / 9.422 eV. Its total charge is 0. As for the structure (SMILES): O=NOP. As for the energy above the lowest of the compared OMol25 structures with the same formula, charge and spin: 118.9 kcal/mol. The calculation puts the HOMO energy (alpha / beta) at -0.366 / -0.366 hartree. The largest force on an atom is 3.6 eV/A.

The geometry in XYZ format:
```
6
Properties=species:S:1:pos:R:3:forces:R:3
N 1.849733 0.554333 -0.019422 -0.2 -0.4 -0.9
O 2.212999 0.932321 1.003606 -0.8 0.0 0.8
O 0.548628 0.024728 -0.232769 -2.0 -0.4 0.1
P -1.366293 -0.163216 0.310436 3.1 0.5 1.8
H -1.491172 -1.466742 -0.135335 0.4 -1.0 0.2
H -1.753893 0.118576 -0.926517 -0.5 1.2 -2.1
```
Positions in Å, forces in eV/Å.

Formula: H2NO2S3
Source: the OMol25 dataset
Level of theory: wB97M-V/def2-TZVPD

The calculation puts the HOMO-LUMO gap at 7.042 eV. Its total charge is -1. As for the energy above the lowest of the compared OMol25 structures with the same formula, charge and spin: 21.3 kcal/mol. The calculation puts the HOMO energy at -0.125 hartree. The largest force on an atom is 3.7 eV/A.

The geometry in XYZ format:
```
8
Properties=species:S:1:pos:R:3:forces:R:3
N -2.379901 0.200377 0.507408 -0.6 -0.4 0.9
O 1.332952 -1.402330 -0.042819 -2.6 -1.7 0.2
O 2.846808 0.406846 0.824637 1.0 0.1 2.4
S 0.367296 1.440519 -0.417206 0.4 -1.2 -0.1
S -1.360194 0.027523 -0.688742 -0.1 0.6 -0.3
S 2.056004 -0.022342 -0.279149 -1.2 1.3 -3.2
H -3.141781 0.884034 0.353817 0.9 -0.3 -0.5
H 0.278814 -1.534627 -0.257944 2.3 1.6 0.7
```
Positions in Å, forces in eV/Å.

Formula: H2NO2S3
Source: the OMol25 dataset
Level of theory: wB97M-V/def2-TZVPD

The calculation puts the HOMO-LUMO gap at 8.092 eV. Its total charge is -1. As for the structure (SMILES): O=S(=O)([S-])NS. As for the energy above the lowest of the compared OMol25 structures with the same formula, charge and spin: 0.0 kcal/mol. The calculation puts the HOMO energy at -0.171 hartree. The largest force on an atom is 3.6 eV/A.

The geometry in XYZ format:
```
8
Properties=species:S:1:pos:R:3:forces:R:3
N -0.650991 -0.030376 0.970839 -0.3 0.1 -3.2
O 0.260283 -0.538422 -1.531374 0.5 2.0 1.5
O 1.404674 1.304572 -0.226287 -1.5 -0.4 -0.6
S -1.355836 1.751127 -1.331744 0.3 0.6 0.1
S 0.449460 -1.165418 1.615100 -1.7 0.4 3.2
S 0.150025 0.697786 -0.685236 -0.4 -2.7 0.6
H -1.494323 -0.506731 0.492235 1.8 0.6 1.0
H 1.236709 -1.512537 0.696468 1.3 -0.6 -2.6
```
Positions in Å, forces in eV/Å.

Formula: H2NO3S
Source: the OMol25 dataset
Level of theory: wB97M-V/def2-TZVPD

The calculation puts the HOMO-LUMO gap at 9.100 eV. Its total charge is -1. As for the structure (SMILES): NS(=O)(=O)[O-]. As for the energy above the lowest of the compared OMol25 structures with the same formula, charge and spin: 12.7 kcal/mol. The calculation puts the HOMO energy at -0.180 hartree. The largest force on an atom is 5.3 eV/A.

The geometry in XYZ format:
```
7
Properties=species:S:1:pos:R:3:forces:R:3
N -0.056887 0.908540 -0.658444 3.1 -2.6 -2.8
O 0.410256 -1.590222 -0.315607 0.6 -0.3 -0.2
O 1.446033 0.124361 1.123617 1.1 -0.2 1.0
O -0.894927 -0.498403 1.355393 -0.9 0.5 0.7
S 0.267918 -0.408037 0.514099 0.3 0.4 -2.2
H -0.231130 0.447039 -1.627653 0.8 0.7 2.1
H -0.941263 1.016722 -0.391406 -4.9 1.5 1.3
```
Positions in Å, forces in eV/Å.

Which of these has the highest largest force on an atom?
H2NO3S